--- i ---
DFT (wB97M-V/def2-TZVPD) results for a gas-phase ion, C8H10NOS (charge +1).

The geometry in XYZ format:
```
21
C8H10NOS | the OMol25 dataset | wB97M-V/def2-TZVPD
H 1.495 -3.025 0.008
H 0.921 0.021 -3.866
H 1.222 -1.442 1.787
N 0.823 0.116 0.604
H -1.636 0.481 -0.761
C 0.806 -0.098 -1.787
C -1.998 0.547 0.323
H 1.046 -2.205 -2.339
C 1.300 -1.113 0.775
H 0.715 1.657 2.081
H -3.010 0.819 0.344
H -0.167 0.035 2.322
C -1.167 1.500 1.181
H -1.909 -0.412 0.770
C 1.150 -1.491 -1.581
C 1.385 -1.982 -0.296
S -0.644 2.977 0.186
C 0.683 0.632 -0.613
H -1.737 1.768 2.146
O 0.583 0.406 -2.995
C 0.139 0.811 1.710
```

## Properties
Charge: +1
2S+1: 1
Lowest unoccupied orbital energy (spin up / spin down) in eV: -6.4 / -6.4

Atomic partial charges in e from the natural (NBO) method, atoms 1 to 8:
1 H 0.2663
2 H 0.5425
3 H 0.2318
4 N -0.3404
5 H 0.2312
6 C 0.2278
7 C -0.6320
8 H 0.2463

--- ii ---
DFT (wB97M-V/def2-TZVPD) results for a gas-phase ion, C8H10NOS (charge +1).

The geometry in XYZ format:
```
21
C8H10NOS | the OMol25 dataset | wB97M-V/def2-TZVPD
H -2.458 -1.467 -0.812
H 3.826 -1.983 -0.003
C 1.058 -0.658 -0.805
H -0.505 1.516 1.233
C 0.334 0.922 0.727
C 2.604 0.110 0.870
C -3.289 0.276 0.182
H 1.762 1.693 2.000
C 2.254 -0.842 -0.102
H -1.527 1.299 -1.238
S -2.047 -0.489 1.336
C -2.218 -0.530 -0.492
H -4.301 0.032 0.497
N 0.181 0.220 -0.416
C 1.605 0.962 1.317
H -0.856 0.069 -2.165
H 1.133 -1.160 -1.823
H -3.085 1.327 0.058
O 3.053 -1.854 -0.425
H 3.631 0.212 1.191
C -1.156 0.345 -1.129
```

## Properties
Charge: +1
SMILES: Oc1ccc[n+](C[C@@H]2CS2)c1
2S+1: 1
Lowest unoccupied orbital energy in eV: -4.1

Atomic partial charges in e from the natural (NBO) method, atoms 1 to 8:
1 H 0.2515
2 H 0.5050
3 C 0.0028
4 H 0.2820
5 C 0.0536
6 C -0.1791
7 C -0.4287
8 H 0.2434

The calculated energies rank the structures as follows, beginning with the most stable: ii, i.

--- i ---
DFT (wB97M-V/def2-TZVPD) results for C3H2INS in the gas phase.

The geometry in XYZ format:
```
8
C3H2INS | the OMol25 dataset | wB97M-V/def2-TZVPD
H 0.287 1.684 -0.150
C 1.200 -0.250 0.046
C -0.974 -0.006 0.109
H 2.137 0.058 -0.224
C 0.218 0.725 0.105
S -0.828 -1.672 0.081
N 0.804 -1.492 -0.011
I -2.844 0.953 0.043
```

## Properties
Charge: 0
SMILES: Ic1ccns1
2S+1: 1
Lowest unoccupied orbital energy in eV: 0.3

Now the natural (NBO) charges, all in e:
1 H 0.2290
2 C 0.0236
3 C -0.4071
4 H 0.1998
5 C -0.3306
6 S 0.7198
7 N -0.6111
8 I 0.1766

--- ii ---
DFT (wB97M-V/def2-TZVPD) results for a molecular structure, C3H2INS.

The geometry in XYZ format:
```
8
C3H2INS | the OMol25 dataset | wB97M-V/def2-TZVPD
S 0.049 1.309 -0.767
N -0.219 -1.448 0.115
C 0.081 0.876 0.842
H 0.375 1.382 1.727
C -0.154 -0.582 1.031
I -0.171 -0.450 -3.501
H -0.260 -1.019 2.117
C 0.299 -0.069 -1.563
```

## Properties
Charge: 0
2S+1: 1
Lowest unoccupied orbital energy (spin up / spin down) in eV: -1.0 / -1.0

Now the natural (NBO) charges, all in e:
1 S 0.7119
2 N -0.2612
3 C -0.6353
4 H 0.2537
5 C -0.0385
6 I 0.2927
7 H 0.2380
8 C -0.5613

The calculated energies rank the structures as follows, beginning with the most stable: i, ii.

--- i ---
DFT (wB97M-V/def2-TZVPD) results for 2 unconnected molecules or ions with the total composition C6H10NO.

The geometry in XYZ format:
```
18
C6H10NO | the OMol25 dataset | wB97M-V/def2-TZVPD
C 0.593 2.508 -1.035
C -0.996 -1.378 1.003
H -1.071 -3.280 1.594
O -0.180 -0.496 1.188
C 1.646 0.327 -0.456
C -1.444 -2.316 2.050
H -1.538 -1.392 0.034
H -2.578 -2.207 2.253
C 0.809 1.068 -1.315
H 1.943 -0.577 -0.683
C 0.167 0.525 -2.485
H 1.465 2.949 -1.378
H -0.368 2.902 -1.375
H 0.547 2.711 0.113
H 1.968 0.961 0.377
H -0.918 -2.410 2.968
H 0.319 0.111 0.494
N -0.362 -0.005 -3.348
```

## Properties
Charge: +1
2S+1: 1
Lowest unoccupied orbital energy in eV: -5.2

Atomic partial charges in e from the natural (NBO) method, atoms 1 to 8:
1 C -0.6534
2 C 0.5592
3 H 0.2906
4 O -0.5371
5 C -0.4643
6 C -0.7458
7 H 0.1958
8 H 0.3036

--- ii ---
DFT (wB97M-V/def2-TZVPD) results for a gas-phase ion, C6H10NO (charge +1).

The geometry in XYZ format:
```
18
C6H10NO | the OMol25 dataset | wB97M-V/def2-TZVPD
H -2.653 0.841 1.151
H 0.183 -0.335 -2.016
C -1.099 -0.720 -0.459
C 2.028 -1.211 -0.097
H 0.936 1.586 -0.596
N -0.921 0.714 -0.114
C 1.244 -1.733 -1.038
H -1.080 0.497 2.002
H 1.731 -2.542 -1.600
H 0.469 1.633 1.077
H -1.541 -1.392 0.376
H -1.551 2.153 1.181
C -1.509 1.074 1.142
H 2.951 -1.673 0.190
C 0.719 0.958 0.303
O 1.415 -0.150 0.687
C -0.005 -0.973 -1.235
H -1.316 1.273 -0.955
```

## Properties
Charge: +1
SMILES: C[N@@H+]1C=CC=COC1
2S+1: 1
Lowest unoccupied orbital energy in eV: -4.4

Atomic partial charges in e from the natural (NBO) method, atoms 1 to 8:
1 H 0.2415
2 H 0.1998
3 C -0.0782
4 C 0.1483
5 H 0.1987
6 N -0.4440
7 C -0.2798
8 H 0.2540

The calculated energies rank the structures as follows, beginning with the most stable: i, ii.